(1)
Below is a molecular structure, C31H56N4O17V at a distorted geometry, with properties calculated with ωB97M-V with the def2-TZVPD basis set.

Values from the calculation:
HOMO level (alpha / beta) = -7.2 / -8.8 eV
<S²> = 0.76
Gap between HOMO and LUMO (alpha / beta) = 5.17 / 6.75 eV
Multiplicity = 2

Each line ends with the Löwdin spin population.
Geometry (Å):
C (17.521, -6.824, -29.844)  0.00
C (16.967, -5.479, -29.318)  0.00
C (15.878, -4.819, -30.247)  0.00
O (15.304, -3.671, -29.701)  0.00
C (16.262, -2.541, -29.487)  0.00
N (16.371, -5.762, -27.907)  0.00
H (17.064, -6.274, -27.381)  0.00
H (16.251, -4.850, -27.491)  0.00
H (15.509, -6.288, -27.939)  0.00
H (18.069, -6.713, -30.780)  0.00
H (16.811, -7.647, -29.920)  0.00
H (18.306, -7.134, -29.154)  0.00
H (17.823, -4.854, -29.066)  0.00
H (15.135, -5.612, -30.169)  0.00
H (16.289, -4.726, -31.252)  0.00
H (17.062, -2.597, -30.226)  0.00
H (16.755, -2.479, -28.517)  0.00
H (15.702, -1.615, -29.612)  0.00
O (19.170, -9.604, -24.185)  -0.01
V (18.439, -9.259, -25.604)  0.99
O (16.926, -9.337, -25.337)  0.01
C (17.668, -6.314, -23.689)  0.00
C (18.549, -5.981, -24.886)  0.00
O (18.639, -6.982, -25.882)  0.01
H (17.503, -5.559, -22.921)  0.00
H (18.087, -7.078, -23.033)  0.00
H (16.683, -6.624, -24.038)  0.00
H (19.509, -5.604, -24.532)  0.00
H (18.163, -5.037, -25.270)  0.00
C (20.130, -7.580, -19.115)  0.00
O (19.802, -6.250, -18.727)  0.00
C (18.603, -6.117, -17.928)  0.00
C (17.255, -6.251, -18.732)  0.00
O (16.829, -7.646, -18.697)  0.00
C (16.433, -8.145, -20.029)  0.00
H (20.128, -8.118, -18.167)  0.00
H (21.159, -7.687, -19.460)  0.00
H (19.373, -8.040, -19.751)  0.00
H (18.682, -5.180, -17.379)  0.00
H (18.475, -6.931, -17.214)  0.00
H (17.511, -5.966, -19.752)  0.00
H (16.519, -5.524, -18.389)  0.00
H (17.317, -8.019, -20.656)  0.00
H (15.566, -7.603, -20.408)  0.00
H (16.129, -9.173, -19.838)  0.00
C (14.074, -8.697, -27.058)  0.00
O (14.542, -7.717, -27.625)  0.00
N (13.834, -8.789, -25.711)  0.00
C (13.241, -9.983, -25.101)  0.00
C (14.014, -7.668, -24.787)  0.00
H (13.705, -9.652, -27.464)  0.00
H (13.885, -10.321, -24.289)  0.00
H (13.436, -10.912, -25.637)  0.00
H (12.190, -9.902, -24.822)  0.00
H (14.492, -8.159, -23.940)  0.00
H (14.708, -6.971, -25.257)  0.00
H (13.160, -7.181, -24.316)  0.00
C (15.768, -3.261, -24.366)  0.00
O (15.990, -3.323, -25.585)  0.00
N (16.674, -2.679, -23.433)  0.00
C (16.475, -2.992, -21.990)  0.00
C (17.906, -1.840, -23.712)  0.00
H (14.841, -3.582, -23.866)  0.00
H (17.357, -3.602, -21.793)  0.00
H (15.519, -3.488, -21.822)  0.00
H (16.653, -2.169, -21.298)  0.00
H (17.951, -0.911, -23.143)  0.00
H (18.829, -2.300, -23.362)  0.00
H (18.007, -1.511, -24.747)  0.00
C (22.455, -4.202, -20.327)  0.00
O (23.464, -3.717, -19.764)  0.00
N (22.248, -4.070, -21.625)  0.00
C (21.149, -4.887, -22.194)  0.00
C (23.073, -3.376, -22.625)  0.00
H (21.631, -4.600, -19.713)  0.00
H (20.610, -4.066, -22.666)  0.00
H (20.582, -5.476, -21.474)  0.00
H (21.522, -5.540, -22.983)  0.00
H (23.335, -4.031, -23.456)  0.00
H (22.627, -2.511, -23.116)  0.00
H (24.070, -3.130, -22.259)  0.00
C (23.655, -5.376, -29.044)  0.00
C (24.370, -5.849, -28.013)  0.00
C (23.766, -6.376, -26.819)  0.00
O (24.393, -6.836, -25.864)  0.00
C (22.316, -6.409, -26.880)  0.00
C (21.524, -5.937, -27.918)  0.00
C (22.136, -5.331, -29.099)  0.00
O (21.523, -4.672, -29.940)  0.00
O (20.176, -5.907, -27.931)  0.00
O (25.759, -6.005, -28.116)  0.00
H (24.093, -5.004, -29.958)  0.00
H (21.875, -6.796, -25.973)  0.00
H (19.946, -6.412, -27.147)  0.00
H (26.115, -6.447, -27.341)  0.00
C (22.736, -2.136, -26.724)  0.00
C (23.215, -1.478, -27.807)  0.00
C (22.291, -1.176, -28.980)  0.00
O (22.544, -0.411, -29.881)  0.00
C (20.899, -1.673, -28.781)  0.00
C (20.473, -2.318, -27.671)  0.00
C (21.371, -2.698, -26.527)  0.00
O (21.058, -3.286, -25.484)  0.00
O (19.164, -2.770, -27.457)  0.00
O (24.546, -1.122, -27.867)  0.00
H (23.418, -2.392, -25.927)  0.00
H (20.177, -1.425, -29.545)  0.00
H (19.040, -3.115, -26.570)  0.00
H (24.625, -0.451, -28.549)  0.00

Atoms 1-3, force components in eV/Å:
C 0.4 0.4 0.3
C 0.0 -0.8 0.1
C 1.0 -1.4 2.2



(2)
Below is a molecular structure, C17H14Cl3F24Na2O6 at a distorted geometry, with properties calculated with ωB97M-V with the def2-TZVPD basis set.

Values from the calculation:
HOMO level = -11.6 eV
Charge = +1
Gap between HOMO and LUMO = 8.13 eV

Each line ends with the Löwdin charge.
Geometry (Å):
Na (1.884, -0.696, 0.236)  0.44
Na (0.333, -1.354, -2.639)  0.69
O (-0.712, 0.822, -0.187)  -0.01
C (-0.343, -0.176, -0.934)  -0.79
O (-1.013, -0.454, -1.961)  -0.13
O (0.617, -0.868, -0.654)  0.01
H (-1.381, 1.135, -0.800)  -0.16
C (-1.837, -2.941, -0.408)  -0.05
C (-2.554, -2.511, -1.658)  -0.43
C (-3.655, -1.453, -1.367)  -0.46
F (-4.452, -1.165, -2.376)  0.14
F (-4.439, -1.795, -0.371)  0.09
F (-1.601, -2.022, -2.462)  0.03
F (-3.145, -3.514, -2.284)  0.17
O (-0.969, -3.967, -0.849)  0.05
C (-0.353, -4.557, 0.289)  -0.49
C (0.719, -5.528, -0.134)  -0.30
F (1.576, -5.173, -1.073)  0.11
F (1.539, -5.953, 0.868)  0.10
F (0.188, -3.582, 1.072)  0.14
F (-1.323, -5.230, 0.913)  0.18
H (-2.609, -3.379, 0.224)  0.16
H (-1.354, -2.071, 0.038)  0.11
H (-3.137, -0.544, -1.060)  -0.10
H (0.272, -6.392, -0.625)  0.18
C (2.053, 2.025, -1.422)  0.03
C (2.241, 1.969, 0.104)  -0.36
C (1.426, 3.067, 0.801)  -0.29
F (1.330, 2.922, 2.085)  0.15
F (1.858, 4.290, 0.510)  0.17
F (1.937, 0.787, 0.557)  -0.15
F (3.549, 2.067, 0.348)  0.08
O (0.685, 1.767, -1.761)  -0.03
C (0.082, 2.620, -2.768)  -0.47
C (-1.424, 2.472, -2.849)  -0.29
F (-2.012, 2.450, -1.660)  -0.20
F (-1.955, 3.435, -3.614)  0.16
F (0.363, 3.865, -2.345)  0.17
F (0.626, 2.457, -3.945)  0.22
H (2.646, 1.301, -1.980)  0.16
H (2.383, 3.012, -1.747)  0.16
H (0.418, 3.004, 0.393)  0.18
H (-1.709, 1.505, -3.265)  0.18
C (2.281, 0.926, 2.487)  -0.01
C (3.606, 0.412, 1.871)  -0.36
C (4.743, 1.377, 2.233)  -0.32
F (4.678, 2.582, 1.687)  0.11
F (4.908, 1.543, 3.525)  0.16
F (3.917, -0.798, 2.342)  0.17
F (3.607, 0.260, 0.534)  0.07
O (1.128, 0.272, 1.992)  0.03
C (0.084, 0.216, 2.891)  -0.48
C (-1.159, -0.420, 2.278)  -0.29
F (-0.956, -1.534, 1.619)  0.10
F (-2.217, -0.630, 3.093)  0.14
F (0.454, -0.297, 4.078)  0.18
F (-0.212, 1.493, 3.127)  0.17
H (2.225, 1.991, 2.258)  0.06
H (2.415, 0.841, 3.565)  0.18
H (5.679, 0.943, 1.882)  0.19
H (-1.423, 0.308, 1.511)  0.14
C (-4.166, 1.783, -0.550)  -1.27
Cl (-5.139, 0.831, 0.553)  0.69
Cl (-2.726, 0.887, -0.931)  1.11
Cl (-3.726, 3.362, 0.159)  0.62
H (-4.749, 2.007, -1.443)  0.06

Atoms 1-3, force components in eV/Å:
Na 10.1 -13.7 5.0
Na 4.5 -3.6 -3.7
O 5.4 -1.2 3.2



| no. | molar mass (g mol⁻¹) |
| --- | --- |
| 1 | 807.74 |
| 2 | 922.58 |